Computed, not measured: a cluster of 2 separate species, C2H10NS3 in total, with the ωB97M-V functional and the def2-TZVPD basis.

Last columns: bonded neighbours and bond lengths (Å).
Positions of all 16 atoms, in Å:
1 C 1.187 -0.926 2.200  C2 1.506, N4 1.524, H5 1.087, H6 1.089
2 C 0.980 0.316 1.372  C1 1.506, S3 1.818, H7 1.090, H8 1.086
3 S 2.320 0.351 0.143  C2 1.818, H9 1.340
4 N 0.083 -1.023 3.246  C1 1.524, H10 1.025, H11 1.017, H12 1.025
5 H 2.127 -0.917 2.746  C1 1.087
6 H 1.122 -1.823 1.586  C1 1.089
7 H 1.010 1.217 1.986  C2 1.090
8 H 0.029 0.257 0.851  C2 1.086
9 H 1.685 1.163 -0.713  S3 1.340
10 H 0.165 -1.884 3.796  N4 1.025
11 H -0.835 -1.013 2.809  N4 1.017
12 H 0.136 -0.229 3.893  N4 1.025
13 S -2.112 0.753 -0.968  S14 2.102, H15 1.342
14 S -0.952 -0.447 -2.247  S13 2.102, H16 1.331
15 H -3.265 0.370 -1.537  S13 1.342
16 H 0.142 0.293 -2.080  S14 1.331

The calculation puts the HOMO energy at -11.6 eV. As for the net charge: +1. The total energy is -36224.8699 eV. The molar mass is 144.31 g/mol. The calculation puts the energy above the lowest of the compared OMol25 structures with the same formula, charge and spin at 48.8 kJ/mol.